No. 1
Density functional theory data (ωB97M-V/def2-TZVPD) for a cluster of 7 separate species, C14H29F6N2O10S3 in total at a distorted geometry.

Each line ends with the natural charge from an NBO analysis.
CARTESIAN COORDINATES (ANGSTROEM)
S: 15.05203 1.17159 28.04813  2.299
S: 9.69683 -4.54218 25.95184  2.249
S: 4.13524 5.46297 31.81542  2.294
F: 6.34567 6.85383 32.96935  -0.342
F: 5.75879 7.43408 30.93660  -0.335
F: 8.76011 -5.67902 23.73477  -0.320
F: 8.26556 -6.83476 25.39440  -0.338
F: 4.50455 8.05665 32.62641  -0.342
F: 10.25522 -6.82028 24.68099  -0.323
O: 5.09918 4.56547 31.14708  -1.012
O: 4.33050 3.73843 22.88259  -1.009
O: 3.57343 4.98798 33.08290  -0.963
O: 3.06464 5.88460 30.91007  -1.011
O: 10.92695 -3.95684 25.32358  -1.008
O: 8.62351 -3.50402 25.94042  -0.992
O: 15.12109 1.95333 29.29910  -0.900
O: 16.49276 1.45608 27.24520  -0.703
O: 13.99078 1.38132 27.11024  -0.921
O: 10.06543 -5.09806 27.25141  -0.989
N: 1.20883 6.41123 25.79071  -0.860
N: 7.36459 2.12527 27.04706  -0.849
C: 2.72076 3.79496 20.89370  -0.648
C: 1.21070 -4.72191 32.71421  -0.222
C: 3.11655 -2.86312 32.04229  -0.200
C: 2.15341 -5.02543 31.71977  -0.218
C: 1.11757 -3.43357 33.22843  -0.212
C: 2.09438 -2.45926 32.89768  -0.218
C: 3.01169 -4.07218 31.28256  -0.211
C: 16.61681 1.01082 25.92636  -0.083
C: 9.21628 -6.03890 24.89232  0.722
C: 5.25195 7.02073 32.11872  0.711
C: 17.89682 0.22272 25.90193  -0.623
C: 15.17088 -0.65687 28.48641  -0.844
C: 3.99482 1.71303 21.65638  -0.617
C: 4.03815 3.25708 21.59018  0.106
H: 18.18535 0.02252 24.87005  0.214
H: 1.35230 6.19436 26.76667  0.463
H: 16.60253 1.93712 25.35202  0.190
H: 4.86824 3.50199 20.92756  0.099
H: 2.68618 3.61077 19.81993  0.184
H: 0.28909 -3.12556 33.84903  0.208
H: 14.27282 -0.96872 29.01965  0.260
H: 8.29071 2.46526 27.26339  0.456
H: 2.18460 -5.94653 31.15675  0.215
H: 6.70503 2.08264 27.81078  0.465
H: 15.25238 -1.30031 27.61037  0.245
H: 3.77864 -4.22903 30.53853  0.221
H: 1.74980 3.48502 21.28006  0.175
H: 16.05407 -0.84836 29.09584  0.243
H: 4.91939 1.25985 22.01400  0.198
H: 7.54988 1.17190 26.76981  0.459
H: 2.54158 4.87013 20.89664  0.185
H: 18.71007 0.74703 26.40374  0.217
H: 2.02009 6.00953 25.34283  0.464
H: 1.24847 7.39493 25.56518  0.452
H: 6.98433 2.60446 26.24339  0.466
H: 3.12674 1.39099 22.23156  0.183
H: 0.37986 5.94573 25.44981  0.454
H: 15.78894 0.38756 25.58832  0.198
H: 3.82263 -2.06833 31.85211  0.210
H: 0.42404 -5.43370 32.91649  0.209
H: 2.09364 -1.45154 33.28612  0.219
H: 3.75764 1.38098 20.64563  0.172
H: 17.77773 -0.73410 26.41027  0.208

Values from the calculation:
**Gap between HOMO and LUMO**: 3.8 eV
**LUMO level**: -0.556 eV
**Total charge**: -1
**E_HOMO**: -4.32 eV
**Spin multiplicity**: 1

---

No. 2
Density functional theory data (ωB97M-V/def2-TZVPD) for a structure of composition C44H43AsN11ORuSi3 at a distorted geometry.

Each line ends with the Löwdin spin population.
CARTESIAN COORDINATES (ANGSTROEM)
Ru: 0.01980 0.04410 -0.82700  2.265
As: -1.80180 1.58600 0.89280  0.109
Si: -1.78230 4.00900 1.15680  0.025
Si: -3.26420 0.85520 2.70670  0.027
Si: -3.35720 1.19950 -3.49760  0.016
O: 0.42700 -0.55170 1.43530  0.147
N: 1.96260 0.30950 -1.16130  0.101
N: 0.24680 -1.92500 -0.85800  0.036
N: 2.63110 -1.95670 -0.86110  0.033
N: -0.14870 -1.67890 4.66860  0.002
N: -0.25770 1.96720 -1.48680  0.034
N: -2.60040 1.76080 -1.96490  0.106
N: 0.80640 0.45600 2.13350  0.012
N: 1.56090 2.25370 4.97870  0.002
N: -1.87530 -0.27930 -0.96360  0.116
N: -2.04480 -2.63050 -0.82680  0.079
N: 2.03160 2.66420 -1.40680  0.119
C: -5.03990 -1.89480 -0.25670  0.010
C: 0.30620 -0.76790 4.13800  0.001
C: -5.32350 0.89280 -0.59740  -0.001
C: 0.19700 5.43850 -4.46690  0.046
C: -1.36420 5.17130 -0.30380  0.004
C: -2.52660 1.59020 4.32130  0.002
C: 1.52220 -6.18820 -1.99180  0.021
C: 2.52130 1.53810 -0.94940  0.100
C: -0.28210 4.07640 2.34840  0.003
C: -4.07480 0.30480 -0.62180  0.012
C: 0.79520 2.76250 -1.87790  0.194
C: 4.02580 -0.03240 -0.23470  0.012
C: -0.71660 -5.34570 -1.64660  0.018
C: -4.12530 -0.54260 -3.54380  0.007
C: -6.42670 0.07650 -0.38940  0.011
C: -2.72140 0.87940 -0.82440  0.016
C: 0.14050 -6.38460 -1.95790  0.041
C: -1.07210 3.45660 -3.00110  0.061
C: -1.16920 5.18560 -4.63580  0.032
C: 0.94510 4.72630 -3.55300  0.025
C: -0.74440 -2.84080 -1.00680  0.145
C: 6.14490 0.37790 0.75750  0.009
C: -4.80670 2.38250 -3.89080  0.000
C: -5.10820 1.39480 2.73900  0.010
C: 1.46180 -2.52870 -1.05490  0.208
C: -2.53830 -1.41350 -0.72340  0.070
C: 2.09120 -4.95760 -1.71700  0.035
C: -0.15860 -4.11120 -1.35000  0.049
C: -3.15020 -1.04940 2.80410  0.001
C: -6.28530 -1.29200 -0.19150  -0.001
C: 0.31570 3.72410 -2.82280  0.064
C: -1.81710 4.21700 -3.90310  0.036
C: 2.82900 -0.66840 -0.74850  0.146
C: -3.93840 -1.08860 -0.48590  0.001
C: 3.81520 1.36070 -0.32830  0.022
C: 4.75670 2.26150 0.13890  0.011
C: -1.37800 2.37430 -2.12760  0.215
C: 5.20050 -0.52890 0.30930  0.023
C: 5.92360 1.75100 0.67970  0.024
C: -3.38000 4.70760 1.96090  0.011
C: -1.90270 1.03830 -4.72690  0.003
C: 1.22870 1.43160 4.24830  0.001
C: 1.24230 -3.91230 -1.38310  0.038
C: 0.79080 0.36680 3.43970  0.010
H: -2.10540 0.26480 -5.46140  0.000
H: -5.70400 0.87210 2.00090  0.000
H: -0.46590 3.47800 3.23840  0.000
H: -4.39050 -0.74730 -4.57770  0.001
H: -0.01580 5.07760 2.67170  0.000
H: -2.40040 2.66740 4.26630  0.000
H: 4.57310 3.32330 0.08500  0.001
H: -4.23480 4.64750 1.29400  0.000
H: 1.99180 4.93290 -3.39750  0.001
H: 7.06870 0.01900 1.18890  0.000
H: -5.51510 1.16180 3.71780  0.001
H: -2.87110 4.03450 -4.03340  0.002
H: 6.67140 2.43220 1.05370  0.001
H: -0.99930 0.74180 -4.19110  0.003
H: -5.22560 2.46020 2.57640  0.000
H: 5.35780 -1.59300 0.37960  0.001
H: -2.09740 5.10730 -1.10140  0.001
H: 3.15660 -4.79170 -1.77980  0.002
H: -1.67200 1.95000 -5.26630  0.000
H: -1.55870 1.15130 4.53860  0.000
H: -5.02990 -0.63250 -2.95420  0.000
H: -3.62220 4.16770 2.86870  0.000
H: -3.22810 -1.39870 3.83010  0.000
H: -3.43620 -1.31510 -3.21950  0.000
H: -1.78910 -5.47080 -1.63780  0.000
H: -3.93630 -1.53430 2.23140  0.000
H: 2.16290 -7.01470 -2.26170  0.000
H: -0.38930 4.94170 -0.72390  0.001
H: -7.15970 -1.89600 -0.00120  0.000
H: 0.66930 6.20770 -5.05900  0.002
H: -3.24290 5.75170 2.22190  0.002
H: -4.73700 2.72070 -4.91730  0.000
H: 0.58140 3.64570 1.84080  0.000
H: -3.16830 1.37770 5.17070  0.000
H: -4.86130 3.25890 -3.25530  0.000
H: -7.41220 0.51440 -0.38940  0.001
H: -4.90890 -2.95960 -0.14730  0.000
H: -0.25890 -7.36400 -2.18490  0.002
H: -1.72840 5.76860 -5.35250  0.001
H: -1.33080 6.20420 0.03550  0.000
H: -5.74840 1.85330 -3.79630  0.000
H: -5.43220 1.95450 -0.76250  0.000
H: -2.18810 -1.38950 2.42020  0.001

Values from the calculation:
**Gap between HOMO and LUMO (spin up / spin down)**: 5.3 / 6.0 eV
**LUMO level (spin up / spin down)**: -0.933 / -2.147 eV
**<S²>**: 8.804
**Energy relative to the best compared isomer or geometry (same formula, charge and spin)**: 156.0 kJ/mol
**E_HOMO (spin up / spin down)**: -6.19 / -8.12 eV
**Spin multiplicity**: 6

---

No. 3
Density functional theory data (ωB97M-V/def2-TZVPD) for the ion C4H8N2S with charge +2 at a distorted geometry.

Each line ends with the natural charge from an NBO analysis.
CARTESIAN COORDINATES (ANGSTROEM)
S: -0.98918 2.22732 0.08469  0.708
N: 0.38063 -0.56580 -0.48434  -0.212
N: -1.61192 0.23776 2.02693  -0.724
C: 0.51951 1.77315 -1.04734  -0.508
C: 0.55427 -1.98971 -0.32455  -0.479
C: -1.20428 0.86594 0.95300  0.290
C: 0.88924 0.33472 -1.19777  0.146
H: 0.10142 1.93309 -2.09184  0.323
H: 0.08645 -2.26694 0.63996  0.249
H: 1.38708 2.23393 -0.58275  0.314
H: 1.79409 0.04666 -1.75006  0.299
H: -1.96787 -0.76014 1.90514  0.495
H: 1.52999 -2.31223 0.04765  0.289
H: 0.12788 -2.40013 -1.26632  0.281
H: -1.59731 0.64237 3.08761  0.531

Values from the calculation:
**Gap between HOMO and LUMO (spin up / spin down)**: 6.8 / 8.1 eV
**LUMO level (spin up / spin down)**: -11.678 / -11.278 eV
**Total charge**: +2
**Energy relative to the best compared isomer or geometry (same formula, charge and spin)**: 425.0 kJ/mol
**E_HOMO (spin up / spin down)**: -18.52 / -19.37 eV
**Spin multiplicity**: 1

---

No. 4
Density functional theory data (ωB97M-V/def2-TZVPD) for a structure of composition C40H32Cl5N2O4Rb at a distorted geometry.

Each line ends with the Mulliken charge.
CARTESIAN COORDINATES (ANGSTROEM)
Rb: -0.92201 2.70322 -0.80439  1.099
Cl: -5.88112 6.56988 1.63448  -0.217
Cl: -4.54452 4.81855 -0.59823  -0.265
Cl: -4.21459 7.48404 4.11362  -0.230
Cl: -1.21027 6.65936 4.36884  -0.216
Cl: 0.13421 4.91873 2.12902  -0.223
O: 1.31439 -0.54653 1.80121  -0.376
O: -1.71762 -0.75495 0.24691  -1.284
O: 0.93689 1.42497 0.78743  0.035
O: 1.20275 1.95889 -1.99156  -1.275
N: -2.48757 -0.45781 -2.18934  0.592
N: -2.71630 0.78538 -2.64042  -0.785
C: 0.80925 -0.21304 -3.51510  -0.427
C: -0.28646 -3.25646 4.11470  -0.957
C: -0.02042 -2.81174 2.82890  -0.046
C: -3.47340 6.51548 2.88063  0.603
C: -3.57518 5.32711 0.80362  0.830
C: -4.20960 6.10254 1.77107  -0.377
C: 5.79025 1.64037 -0.09396  -0.539
C: -2.13403 6.14455 2.98702  -0.385
C: -0.18286 -3.02897 -1.40588  1.050
C: 1.71936 0.83999 -1.43111  3.013
C: -1.49117 -2.93142 4.73156  -0.489
C: -2.41884 -2.16536 4.04091  -0.870
C: -2.25756 4.93336 0.85764  -1.448
C: 2.69526 -1.32607 -2.56204  0.637
C: 0.75231 -0.90977 0.53454  0.250
C: 3.15566 1.07792 -0.90313  -0.049
C: 5.15246 0.48658 0.34133  -1.083
C: 1.76740 -0.28801 -2.50276  -0.882
C: -3.09487 0.63943 -3.90617  -0.278
C: -1.60297 -3.97909 0.25109  -0.775
C: -0.30209 1.01554 2.78255  -1.487
C: 3.84914 0.21309 -0.05712  0.164
C: -0.72123 -1.58988 0.66433  3.393
C: 3.80217 2.23608 -1.32102  -0.774
C: -3.14028 -0.71670 -4.27221  -0.951
C: -0.79984 -2.91172 -0.16310  -0.931
C: -0.94006 -2.02967 2.13275  -0.711
C: 1.02115 0.81665 2.05959  1.520
C: -2.73188 -1.38078 -3.12943  -0.242
C: 0.76710 -1.14853 -4.53845  -0.530
C: 2.17468 1.41789 2.83530  -1.478
C: -1.57784 5.36990 1.97243  0.873
C: -1.14132 -5.21201 -1.76556  -0.692
C: 2.66462 -2.26173 -3.59185  -0.928
C: 0.75493 0.43064 -0.23879  -1.430
C: 5.10382 2.51673 -0.92574  -0.727
C: -2.14267 -1.72373 2.75058  0.001
C: 1.70110 -2.17758 -4.58590  -0.619
C: -0.34231 -4.16270 -2.19458  -0.663
C: -1.77723 -5.10877 -0.53620  -0.775
H: 1.99197 2.48376 2.98020  0.176
H: 3.36403 -0.67363 0.33018  0.342
H: 0.11055 0.61406 -3.48182  0.552
H: 3.22715 2.90357 -1.95088  0.431
H: -3.41239 -1.14562 -5.22288  0.371
H: -3.36291 -1.90619 4.50799  0.389
H: -2.11395 -3.92745 1.20299  0.347
H: -0.32962 0.43541 3.70750  0.227
H: 5.66335 -0.19862 1.00969  0.394
H: 0.44855 -3.85553 4.64128  0.371
H: -2.84471 -1.12119 2.18752  0.332
H: -2.58122 -2.42928 -2.92670  0.441
H: 0.15792 -4.20926 -3.15354  0.388
H: -0.41686 2.07692 3.01344  0.380
H: 3.40178 -3.05705 -3.61447  0.369
H: 1.67463 -2.90890 -5.38668  0.360
H: 2.24739 0.93535 3.81285  0.409
H: -1.26883 -6.09564 -2.38103  0.355
H: 6.80485 1.85839 0.22080  0.364
H: 5.58396 3.42987 -1.26202  0.373
H: 3.46834 -1.40944 -1.81037  0.377
H: 0.42298 -2.21944 -1.78390  -0.532
H: -3.33354 1.51078 -4.49776  0.420
H: -1.12427 0.70431 2.13805  0.275
H: -0.00595 -1.07416 -5.29503  0.363
H: -0.23959 0.55460 -0.65372  -0.235
H: -2.09502 -0.61744 -1.18881  0.133
H: -1.70056 -3.27422 5.73892  0.355
H: 1.44008 -1.63565 0.09528  0.814
H: 0.92042 -3.07318 2.35898  0.361
H: 3.10431 1.28362 2.28773  0.266
H: -2.41365 -5.91258 -0.18178  0.389

Values from the calculation:
**Gap between HOMO and LUMO**: 6.5 eV
**LUMO level**: 3.886 eV
**Total charge**: -2
**Energy relative to the best compared isomer or geometry (same formula, charge and spin)**: 0.0 kJ/mol
**E_HOMO**: -2.62 eV
**Spin multiplicity**: 1

---

No. 5
Density functional theory data (ωB97M-V/def2-TZVPD) for the ion C4H8N3O with charge +1 at a distorted geometry.

Each line ends with the natural charge from an NBO analysis.
CARTESIAN COORDINATES (ANGSTROEM)
O: -2.60991 -0.44134 1.33816  -0.425
N: 0.97730 -0.91062 2.48987  -0.052
N: -0.24759 -0.19124 0.44542  -0.337
N: -0.00812 -0.85323 3.13031  0.138
C: -0.55673 -0.97281 -0.75753  -0.455
C: 1.15277 -0.45347 1.16919  -0.083
C: -0.28994 1.22309 0.30838  -0.497
C: -1.46673 -0.54972 1.51619  0.638
H: -1.54520 -0.63436 -1.20485  0.265
H: 1.59915 0.46842 1.34065  0.254
H: -0.16896 1.73235 1.21885  0.242
H: 0.20763 1.78968 -0.57648  0.275
H: -0.76761 -2.07260 -0.44558  0.256
H: 1.85929 -1.09254 0.61950  0.270
H: -1.32503 1.61777 0.12630  0.254
H: 0.33908 -0.79419 -1.55636  0.256

Values from the calculation:
**Gap between HOMO and LUMO (spin up / spin down)**: 8.6 / 8.6 eV
**LUMO level (spin up / spin down)**: -5.232 / -5.236 eV
**Total charge**: +1
**Energy relative to the best compared isomer or geometry (same formula, charge and spin)**: 659.0 kJ/mol
**E_HOMO (spin up / spin down)**: -13.81 / -13.81 eV
**Spin multiplicity**: 1

---

No. 6
Density functional theory data (ωB97M-V/def2-TZVPD) for a cluster of 2 separate species, C3H4S in total at a distorted geometry.

Each line ends with the natural charge from an NBO analysis.
CARTESIAN COORDINATES (ANGSTROEM)
S: -3.14484 0.06686 -0.41753  0.102
C: 1.95460 0.00813 0.20456  -0.238
C: -1.81532 0.38441 0.32493  -0.523
C: 1.70388 -0.68582 -0.73419  -0.253
H: 2.25968 0.35591 1.17866  0.241
H: -1.92109 1.15003 1.10620  0.198
H: 1.82917 -1.06148 -1.77941  0.255
H: -0.86607 -0.21806 0.11679  0.219

Values from the calculation:
**Gap between HOMO and LUMO**: 8.6 eV
**LUMO level**: 0.003 eV
**Energy relative to the best compared isomer or geometry (same formula, charge and spin)**: 229.1 kJ/mol
**E_HOMO**: -8.61 eV
**SMILES**: C#C.C=S
**Spin multiplicity**: 1

---

Result set for total energy: -87248.519, -151819.909, -18069.963, -116438.399, -10783.470, -14007.205 eV, one per record in the order listed.